Density functional theory data (ωB97M-V/def2-TZVPD) for a molecular structure, C58H44OP3PtS at a distorted geometry.

The geometry in XYZ format:
```
108
Properties=species:S:1:pos:R:3:forces:R:3:mulliken_charge:R:1
Pt -0.37650 0.30682 0.15793 0.615 -0.531 -0.632 3.613
O 2.43288 -1.57547 -0.67580 -0.036 0.019 -0.046 -0.941
S 1.89358 -0.29829 -0.19286 -0.153 0.224 0.426 1.384
C 2.46779 0.96190 -1.33854 -0.002 -0.075 -0.055 0.345
C 3.76902 1.43867 -1.34654 0.022 -0.027 0.035 -0.522
C 4.17466 2.26819 -2.38126 -0.005 0.027 -0.043 -0.896
C 3.29457 2.59139 -3.40528 0.037 0.004 0.005 -0.829
C 1.99453 2.10731 -3.38884 -0.006 -0.023 0.034 -0.539
C 1.56602 1.29414 -2.34535 -0.077 0.073 0.010 -0.853
P -0.15519 0.69145 -2.20386 -0.257 0.244 0.156 0.544
C -1.11030 1.96462 -3.07609 0.074 0.049 0.021 0.491
C -1.02744 3.26744 -2.58090 -0.029 -0.012 -0.033 -0.185
C -1.73021 4.29378 -3.18783 0.007 -0.002 0.009 -0.842
C -2.53203 4.02544 -4.29132 0.015 0.016 0.016 -0.701
C -2.61271 2.73585 -4.79116 -0.007 -0.022 -0.015 -0.742
C -1.89861 1.70483 -4.19232 -0.011 -0.034 0.040 -0.786
C -0.19765 -0.79615 -3.22969 -0.118 -0.009 -0.006 1.146
C 0.91937 -1.29270 -3.89482 -0.008 -0.012 0.034 -0.778
C 0.82197 -2.47640 -4.61348 0.009 -0.033 -0.022 -0.827
C -0.38075 -3.16605 -4.66987 0.016 0.035 0.020 -0.867
C -1.49841 -2.67509 -4.00581 0.024 0.040 -0.031 -0.687
C -1.40445 -1.49516 -3.28738 0.041 0.042 -0.031 -0.957
C 2.75676 0.13203 1.31691 -0.174 0.120 0.089 0.627
C 4.09741 -0.20485 1.44218 -0.024 -0.023 -0.062 -0.875
C 4.78833 0.22681 2.56139 0.034 0.035 0.092 -0.867
C 4.14251 0.98367 3.53539 0.050 -0.018 -0.012 -0.801
C 2.78716 1.25334 3.43188 -0.031 -0.072 -0.005 -0.070
C 2.06958 0.79938 2.32808 -0.026 -0.230 -0.204 -1.275
P 0.24382 0.85358 2.28282 -0.103 0.117 0.073 2.403
C -0.12940 2.54981 2.83077 0.062 0.047 -0.112 0.517
C 0.50062 3.56020 2.09955 -0.048 -0.008 -0.038 -0.725
C 0.24304 4.89217 2.37207 0.024 -0.001 -0.025 -0.610
C -0.65987 5.23268 3.37222 -0.016 -0.015 0.027 -0.704
C -1.28872 4.23578 4.10085 0.010 0.007 -0.002 -0.764
C -1.02454 2.89654 3.83677 0.083 -0.022 -0.007 -0.454
C -0.24263 -0.25975 3.64181 -0.177 0.141 0.052 0.490
C 0.66103 -1.07630 4.31840 0.025 -0.028 -0.046 -0.768
C 0.23212 -1.87254 5.37126 -0.042 0.029 0.032 -0.835
C -1.09758 -1.85763 5.76733 0.068 0.026 -0.026 -0.819
C -2.01045 -1.07056 5.07980 -0.014 -0.009 -0.009 -1.208
C -1.59074 -0.28780 4.01591 -0.035 0.058 -0.096 -0.637
H 4.46221 1.18921 -0.55538 -0.030 -0.005 -0.037 0.530
H 5.18309 2.66087 -2.38544 -0.019 -0.006 -0.010 0.457
H 3.61908 3.23034 -4.21665 -0.006 -0.009 0.025 0.461
H 1.30272 2.37585 -4.17720 0.009 0.003 -0.003 0.589
H -0.39061 3.47724 -1.72960 0.000 0.009 0.036 0.530
H -1.65546 5.30268 -2.80163 0.000 -0.025 -0.008 0.464
H -3.08708 4.82550 -4.76368 0.004 -0.011 0.006 0.410
H -3.22787 2.52707 -5.65711 0.016 0.000 0.017 0.445
H -1.95661 0.70498 -4.60167 0.005 -0.003 0.003 0.445
H 1.86913 -0.77621 -3.84272 -0.008 0.003 -0.008 0.396
H 1.69391 -2.86424 -5.12464 -0.019 0.009 0.011 0.443
H -0.44606 -4.09236 -5.22625 -0.001 0.013 0.008 0.440
H -2.43761 -3.21342 -4.03119 0.060 0.018 -0.017 0.503
H -2.27341 -1.11371 -2.76091 0.096 -0.017 -0.058 0.741
H 4.57709 -0.79929 0.67322 -0.011 0.020 0.032 0.670
H 5.83624 -0.01939 2.67444 -0.022 0.004 0.000 0.471
H 4.69389 1.33331 4.39855 -0.005 -0.004 -0.014 0.455
H 2.27244 1.78592 4.22262 0.007 -0.002 0.001 0.562
H 1.18878 3.29729 1.30144 -0.008 0.007 0.006 0.363
H 0.74279 5.66608 1.80268 -0.009 -0.020 0.015 0.471
H -0.86697 6.27392 3.58448 0.000 -0.024 -0.005 0.412
H -1.98895 4.49548 4.88473 0.017 -0.009 -0.019 0.465
H -1.51553 2.13908 4.42877 0.001 -0.032 0.010 0.473
H 1.70335 -1.11068 4.02983 -0.004 0.032 -0.008 0.284
H 0.94604 -2.50498 5.88385 -0.017 0.013 -0.010 0.443
H -1.42310 -2.46773 6.60037 0.003 0.007 -0.013 0.448
H -3.05551 -1.06687 5.36476 0.023 0.000 -0.007 0.463
H -2.32305 0.30460 3.47454 0.088 -0.062 0.058 0.605
C -4.06824 -4.83498 -2.41609 -0.024 -0.011 0.015 -0.680
C -4.47374 -3.50797 -2.31838 -0.035 0.020 0.032 -0.857
C -3.79449 -2.63357 -1.48622 -0.072 -0.094 0.067 -0.661
C -2.70226 -3.07379 -0.73448 0.058 0.014 -0.066 0.730
C -2.30074 -4.40214 -0.83875 -0.005 0.028 -0.077 -1.007
C -2.98370 -5.27817 -1.67659 0.037 0.017 0.019 -0.643
P -1.79748 -1.86666 0.30613 0.131 0.130 0.257 1.221
C -0.91928 -2.96006 1.47390 -0.022 -0.002 0.092 0.428
C 0.40258 -3.26786 1.14740 -0.026 -0.026 0.009 -0.303
C 1.14671 -4.12601 1.94905 -0.061 0.076 -0.050 -0.682
C 0.57606 -4.67733 3.08653 0.041 -0.012 -0.008 -0.784
C -0.73558 -4.37088 3.41904 -0.079 -0.012 -0.024 -0.635
C -1.48420 -3.52103 2.61706 0.045 0.014 0.000 -0.407
C -3.19625 -1.05161 1.14596 0.004 -0.009 -0.097 0.873
C -4.24292 -1.77103 1.66589 -0.018 0.017 0.030 -0.232
C -5.36988 -1.12575 2.20950 -0.003 -0.011 0.009 -1.418
C -5.45820 0.23582 2.15676 0.012 0.011 0.002 -0.856
C -4.42756 1.01596 1.57783 0.009 0.010 -0.034 1.549
C -4.55740 2.42373 1.47049 0.049 0.043 -0.014 -1.109
C -3.55865 3.15794 0.90414 -0.120 -0.049 0.067 -1.427
C -2.37404 2.52520 0.46871 0.077 0.127 0.009 0.495
C -2.19272 1.17351 0.55416 0.052 -0.171 0.082 -0.460
C -3.25666 0.37586 1.08839 -0.044 -0.118 -0.009 -0.795
H -4.60267 -5.52007 -3.06210 0.008 0.015 0.009 0.392
H -5.32565 -3.15702 -2.88775 0.014 -0.003 0.011 0.422
H -4.12672 -1.60378 -1.40643 -0.022 -0.008 0.016 0.392
H -1.45582 -4.76165 -0.26618 0.002 -0.010 0.006 0.447
H -2.66631 -6.31154 -1.74266 -0.005 0.028 0.003 0.454
H 0.85540 -2.85025 0.25384 -0.043 -0.069 0.082 0.370
H 2.16907 -4.35682 1.67805 -0.001 -0.013 -0.001 0.509
H 1.15226 -5.34288 3.71698 -0.003 -0.002 -0.012 0.403
H -1.18084 -4.79623 4.30993 0.001 0.010 -0.011 0.438
H -2.50215 -3.28458 2.89582 0.020 -0.006 0.017 0.221
H -4.22329 -2.85402 1.63007 -0.013 0.014 -0.002 0.587
H -6.17308 -1.71272 2.63674 0.018 0.010 -0.014 0.453
H -6.33510 0.74411 2.54128 0.009 -0.007 -0.011 0.424
H -5.45912 2.89627 1.84229 0.017 -0.010 -0.017 0.455
H -3.64966 4.23309 0.81233 -0.007 -0.006 0.001 0.471
H -1.57251 3.15148 0.10358 0.013 0.011 -0.013 0.589
```
Positions in Å, forces in eV/Å.

Its charge is +1. The value obtained for the total energy is -3853.3089 a.u. The calculation puts the LUMO energy at -2.4 eV. The gap between HOMO and LUMO comes out at 0.26689 Eh.